Record 1
{"formula": "C31H26AuCl2NP2S", "method": "wB97M-V/def2-TZVPD", "multiplicity": 3, "charge": 2, "s2": 2.01, "max_force_ha_per_bohr": 0.0094, "relative_energy_ev": 0.000, "elements": ["Au", "C", "N", "P", "C", "C", "C", "C", "C", "C", "C", "C", "C", "C", "C", "C", "P", "C", "C", "C", "C", "C", "C", "C", "C", "C", "C", "C", "C", "H", "H", "H", "H", "H", "H", "H", "H", "H", "H", "H", "H", "H", "H", "H", "H", "H", "H", "H", "H", "H", "H", "H", "Cl", "C", "C", "C", "C", "C", "Cl", "C", "S", "H", "H", "H"], "coordinates": [[-0.75, -1.44, -2.34], [0.50, -2.43, 0.75], [0.78, -1.01, 0.42], [1.17, -0.78, -1.23], [2.61, -1.76, -1.58], [2.92, -1.98, -2.92], [4.09, -2.63, -3.25], [4.95, -3.07, -2.25], [4.64, -2.85, -0.92], [3.48, -2.19, -0.57], [1.55, 0.94, -1.48], [2.60, 1.50, -0.75], [3.01, 2.79, -1.00], [2.38, 3.53, -2.00], [1.37, 2.97, -2.76], [0.95, 1.67, -2.51], [-0.32, 0.14, 1.06], [0.60, 1.54, 1.64], [1.81, 1.39, 2.31], [2.46, 2.51, 2.81], [1.89, 3.77, 2.62], [0.69, 3.92, 1.95], [0.03, 2.80, 1.46], [-1.27, -0.63, 2.34], [-2.60, -0.96, 2.05], [-3.39, -1.53, 3.03], [-2.86, -1.78, 4.29], [-1.54, -1.44, 4.58], [-0.74, -0.86, 3.61], [1.12, -3.07, 0.13], [-0.55, -2.67, 0.58], [0.74, -2.60, 1.80], [2.25, -1.64, -3.71], [4.33, -2.81, -4.29], [5.86, -3.58, -2.52], [5.32, -3.19, -0.15], [3.25, -2.01, 0.47], [3.11, 0.91, 0.01], [3.81, 3.22, -0.43], [2.71, 4.54, -2.21], [0.90, 3.54, -3.55], [0.15, 1.24, -3.10], [2.26, 0.41, 2.43], [3.40, 2.41, 3.33], [2.40, 4.64, 3.01], [0.26, 4.90, 1.81], [-0.90, 2.92, 0.92], [-3.01, -0.76, 1.07], [-4.42, -1.78, 2.82], [-3.48, -2.22, 5.05], [-1.15, -1.63, 5.57], [0.27, -0.58, 3.86], [-2.99, -2.27, -2.96], [-4.14, -1.08, -2.34], [-5.47, -1.33, -2.62], [-6.42, -0.44, -2.13], [-6.03, 0.66, -1.39], [-4.68, 0.88, -1.14], [-4.21, 2.25, -0.20], [-3.70, 0.02, -1.62], [-2.02, 0.43, -1.31], [-5.75, -2.19, -3.20], [-7.47, -0.61, -2.34], [-6.75, 1.36, -1.00]], "lowdin_spin": [0.34, 0.01, 0.12, 0.09, 0.03, 0.02, 0.00, 0.01, 0.00, 0.01, 0.01, 0.00, 0.00, 0.00, 0.00, 0.00, 0.40, 0.07, 0.02, 0.00, 0.01, 0.00, 0.01, 0.05, 0.00, 0.00, 0.00, 0.00, 0.01, 0.00, 0.00, 0.00, 0.01, 0.00, 0.00, 0.00, 0.00, 0.00, 0.00, 0.00, 0.00, 0.00, 0.00, 0.00, 0.00, 0.00, 0.00, 0.00, 0.00, 0.00, 0.00, 0.00, 0.04, 0.02, 0.00, 0.02, 0.00, 0.03, 0.04, 0.06, 0.56, 0.00, 0.00, 0.00]}


Record 2
{"formula": "C31H26BrN3PdS", "method": "wB97M-V/def2-TZVPD", "charge": -2, "max_force_ha_per_bohr": 0.0159, "relative_energy_ev": 1.369, "elements": ["Pd", "Br", "C", "C", "C", "C", "C", "C", "N", "C", "C", "C", "C", "C", "C", "N", "H", "H", "H", "H", "H", "H", "H", "H", "H", "S", "C", "C", "C", "C", "C", "C", "H", "H", "H", "H", "H", "N", "C", "C", "C", "C", "C", "C", "H", "H", "H", "H", "H", "C", "C", "C", "C", "C", "C", "C", "H", "H", "H", "H", "H", "H", "H"], "coordinates": [[-0.17, -0.21, -0.50], [1.67, 3.73, 5.50], [0.90, 2.45, 4.31], [1.10, 2.58, 2.95], [0.54, 1.65, 2.09], [-0.22, 0.60, 2.60], [-0.40, 0.48, 3.97], [0.15, 1.42, 4.84], [-0.71, -0.37, 1.67], [-1.66, -1.15, 2.03], [-2.15, -2.29, 1.21], [-3.22, -3.06, 1.69], [-3.67, -4.11, 0.92], [-3.05, -4.35, -0.31], [-2.00, -3.53, -0.70], [-1.55, -2.54, 0.05], [1.69, 3.39, 2.55], [0.64, 1.74, 1.01], [-0.94, -0.35, 4.41], [0.02, 1.32, 5.91], [-2.20, -1.02, 2.97], [-3.68, -2.81, 2.64], [-4.49, -4.73, 1.26], [-3.38, -5.16, -0.95], [-1.50, -3.66, -1.65], [1.58, -2.00, -0.63], [3.06, -1.08, -0.58], [3.24, -0.05, 0.35], [4.41, 0.68, 0.41], [5.47, 0.40, -0.46], [5.31, -0.63, -1.38], [4.13, -1.35, -1.44], [2.43, 0.18, 1.02], [4.50, 1.48, 1.13], [6.39, 0.98, -0.42], [6.11, -0.85, -2.08], [4.01, -2.13, -2.18], [-1.32, 1.38, -0.06], [-2.60, 1.24, 0.11], [-3.40, 0.06, -0.13], [-4.75, 0.00, 0.17], [-5.44, 1.07, 0.73], [-4.70, 2.25, 0.97], [-3.37, 2.34, 0.68], [-2.92, -0.77, -0.62], [-5.28, -0.92, -0.06], [-6.49, 1.01, 0.97], [-5.21, 3.11, 1.39], [-2.83, 3.26, 0.86], [-0.25, 0.18, -2.50], [1.06, 0.50, -3.09], [1.74, -0.37, -3.95], [2.96, -0.04, -4.52], [3.56, 1.18, -4.24], [2.92, 2.06, -3.36], [1.70, 1.72, -2.80], [-0.69, -0.70, -2.98], [-0.93, 1.03, -2.59], [1.29, -1.34, -4.16], [3.45, -0.74, -5.17], [4.52, 1.44, -4.66], [3.38, 3.00, -3.10], [1.21, 2.39, -2.10]], "nbo_charge": [0.60, -0.02, -0.09, -0.25, -0.19, 0.24, -0.26, -0.26, -0.45, 0.04, 0.26, -0.26, -0.19, -0.30, 0.06, -0.44, 0.22, 0.29, 0.20, 0.21, 0.15, 0.20, 0.19, 0.20, 0.20, -0.39, -0.15, -0.25, -0.21, -0.29, -0.24, -0.20, 0.22, 0.19, 0.18, 0.18, 0.20, -0.75, 0.10, -0.36, -0.20, -0.38, -0.25, -0.23, 0.21, 0.18, 0.18, 0.17, 0.18, -0.65, 0.00, -0.24, -0.22, -0.28, -0.22, -0.18, 0.18, 0.21, 0.20, 0.18, 0.19, 0.19, 0.21]}


Record 3
{"formula": "C31H26CeClN3O3SSi", "method": "wB97M-V/def2-TZVPD", "multiplicity": 2, "charge": 1, "s2": 0.75, "max_force_ha_per_bohr": 0.0663, "relative_energy_ev": 0.317, "elements": ["Ce", "N", "C", "C", "C", "C", "C", "C", "N", "C", "C", "C", "S", "C", "N", "H", "H", "H", "H", "H", "H", "H", "C", "C", "C", "C", "Cl", "C", "C", "C", "O", "C", "C", "O", "O", "H", "H", "H", "H", "H", "H", "H", "H", "C", "C", "C", "C", "C", "C", "Si", "C", "C", "C", "C", "C", "C", "H", "H", "H", "H", "H", "H", "H", "H", "H", "H", "H"], "coordinates": [[0.68, -0.55, -0.05], [-3.18, -1.55, -2.32], [-2.85, -2.88, -2.14], [-3.42, -4.08, -2.56], [-2.79, -5.24, -2.16], [-1.64, -5.23, -1.35], [-1.08, -4.04, -0.93], [-1.71, -2.86, -1.33], [-1.38, -1.55, -1.05], [-2.28, -0.80, -1.65], [-2.25, 0.65, -1.57], [-3.04, 1.54, -2.24], [-2.64, 3.14, -1.80], [-1.42, 2.53, -0.77], [-1.32, 1.24, -0.74], [-3.95, -1.20, -2.86], [-4.30, -4.10, -3.19], [-3.21, -6.19, -2.46], [-1.19, -6.17, -1.07], [-0.20, -4.01, -0.31], [-3.83, 1.32, -2.94], [-0.81, 3.19, -0.17], [3.93, -3.04, -4.30], [3.49, -3.23, -2.88], [3.03, -4.47, -2.43], [2.64, -4.65, -1.11], [2.09, -6.20, -0.59], [2.69, -3.61, -0.20], [3.13, -2.36, -0.65], [3.54, -2.18, -1.97], [4.08, -0.96, -2.33], [3.18, -0.05, -2.95], [2.01, 0.19, -2.01], [0.88, -0.27, -2.31], [2.22, 0.74, -0.88], [4.40, -3.95, -4.69], [4.65, -2.22, -4.37], [3.08, -2.80, -4.94], [3.01, -5.31, -3.11], [2.44, -3.76, 0.84], [3.33, -1.56, 0.07], [2.81, -0.43, -3.90], [3.75, 0.87, -3.10], [3.51, -3.09, 4.56], [2.23, -3.21, 5.10], [1.19, -2.43, 4.62], [1.40, -1.52, 3.58], [2.69, -1.41, 3.06], [3.74, -2.18, 3.54], [0.01, -0.49, 2.76], [0.42, 1.32, 3.25], [0.42, 1.74, 4.58], [0.76, 3.04, 4.92], [1.12, 3.95, 3.94], [1.13, 3.55, 2.61], [0.78, 2.25, 2.28], [4.32, -3.71, 4.94], [2.05, -3.91, 5.91], [0.20, -2.53, 5.05], [2.90, -0.66, 2.29], [4.74, -2.07, 3.13], [-1.20, -0.83, 3.56], [0.15, 1.03, 5.36], [0.76, 3.34, 5.96], [1.40, 4.96, 4.21], [1.42, 4.26, 1.84], [0.81, 1.96, 1.22]], "lowdin_spin": [1.02, 0.00, 0.00, 0.00, 0.00, 0.00, 0.00, 0.00, 0.00, 0.00, 0.00, 0.00, 0.00, 0.00, 0.00, 0.00, 0.00, 0.00, 0.00, 0.00, 0.00, 0.00, 0.00, 0.00, 0.00, 0.00, 0.00, 0.00, 0.00, 0.00, 0.00, 0.00, 0.00, 0.00, 0.00, 0.00, 0.00, 0.00, 0.00, 0.00, 0.00, 0.00, 0.00, 0.00, 0.00, 0.00, 0.00, 0.00, 0.00, -0.01, 0.00, 0.00, 0.00, 0.00, 0.00, 0.00, 0.00, 0.00, 0.00, 0.00, 0.00, 0.00, 0.00, 0.00, 0.00, 0.00, 0.00]}